{
  "formula": "C5H10BrNO2",
  "method": "the ωB97M-V functional and the def2-TZVPD basis",
  "energy_ev": -80970.549,
  "charge": 0,
  "elements": ["C", "C", "C", "C", "C", "N", "O", "O", "Br", "H", "H", "H", "H", "H", "H", "H", "H", "H", "H"],
  "positions_angstrom": [[-2.67923, -1.87068, 0.21142], [-1.40787, 0.14679, 0.92694], [1.15962, 0.99716, -1.71618], [-1.89684, -1.05085, 1.19082], [1.78714, 0.25019, -0.59654], [2.46176, 0.83521, 0.33749], [2.57285, 2.22566, 0.17957], [3.01903, 0.35102, 1.31847], [1.59458, -1.60651, -0.41323], [-3.60775, -1.36318, -0.05015], [-2.92109, -2.84416, 0.62873], [-2.11056, -2.02004, -0.70469], [-1.55427, 0.61618, -0.03328], [-0.84909, 0.70881, 1.65610], [3.15772, 2.53682, 0.89243], [1.91741, 1.53602, -2.28576], [0.63674, 0.31026, -2.37416], [0.45409, 1.73442, -1.33142], [-1.73424, -1.49314, 2.16346]],
  "forces_ev_per_angstrom": [[0.0, 0.0, 0.0], [0.1, 0.1, 0.1], [0.0, 0.1, -0.1], [0.0, 0.0, 0.0], [-0.2, -0.2, 0.0], [0.2, 0.2, 0.0], [-0.3, 0.4, -0.5], [0.4, -0.1, 0.7], [0.1, 0.3, -0.1], [-0.1, -0.1, 0.0], [-0.1, -0.1, -0.1], [0.0, -0.1, -0.1], [-0.1, 0.1, -0.2], [0.1, 0.1, 0.2], [-0.1, -0.7, 0.1], [0.0, 0.0, -0.1], [0.0, 0.0, 0.0], [0.0, 0.0, 0.0], [0.1, 0.0, 0.2]]
}

{
  "formula": "C5H10Cl10",
  "method": "the ωB97M-V functional and the def2-TZVPD basis",
  "energy_ev": -130571.363,
  "charge": 0,
  "elements": ["C", "Cl", "Cl", "H", "H", "C", "Cl", "Cl", "H", "H", "C", "Cl", "Cl", "H", "H", "C", "Cl", "Cl", "H", "H", "C", "Cl", "Cl", "H", "H"],
  "positions_angstrom": [[8.41935, -11.06781, -13.84527], [7.80736, -10.72270, -15.45408], [9.88135, -12.04642, -13.88533], [8.65895, -10.12406, -13.37145], [7.66742, -11.57970, -13.25770], [10.94981, -8.43538, -5.07740], [9.52261, -9.43094, -5.23590], [11.62722, -7.92464, -6.63008], [10.68167, -7.54998, -4.51899], [11.70116, -9.02060, -4.56652], [11.53141, -7.78700, -10.69784], [12.49181, -6.92275, -11.89574], [9.82006, -7.35597, -10.77470], [11.62938, -8.84901, -10.88328], [11.90070, -7.53188, -9.71270], [8.56692, -5.41228, -7.43903], [8.10164, -7.12326, -7.56314], [9.51014, -5.05840, -5.98909], [9.16448, -5.15981, -8.30552], [7.66468, -4.81718, -7.41400], [9.45172, -9.86752, -9.01971], [8.69831, -10.18224, -10.58064], [10.99303, -10.69157, -8.84366], [9.59979, -8.79751, -8.91970], [8.77620, -10.20326, -8.24286]],
  "forces_ev_per_angstrom": [[0.1, 0.3, 0.3], [-0.2, 0.0, -0.2], [0.1, -0.1, 0.0], [0.1, 0.1, 0.0], [-0.1, -0.2, -0.1], [0.3, 0.1, 0.1], [-0.4, -0.3, -0.1], [0.1, 0.0, -0.1], [0.0, 0.1, 0.0], [0.1, 0.0, 0.0], [0.1, 0.0, 0.0], [0.1, 0.1, -0.1], [0.2, 0.9, -0.4], [-0.1, 0.0, 0.0], [0.0, 0.0, 0.1], [0.0, -0.1, -0.2], [-0.1, 0.4, 0.1], [0.0, 0.0, 0.1], [0.1, -0.1, 0.0], [-0.1, 0.0, 0.1], [-0.3, 0.1, 0.4], [-0.2, -0.5, 0.0], [0.2, -0.2, 0.0], [0.1, -0.3, 0.0], [0.0, -0.2, 0.0]]
}

{
  "formula": "C5H10Cl3",
  "method": "the ωB97M-V functional and the def2-TZVPD basis",
  "spin_multiplicity": 2,
  "energy_ev": -42912.761,
  "charge": 0,
  "elements": ["Cl", "Cl", "C", "C", "C", "C", "C", "Cl", "H", "H", "H", "H", "H", "H", "H", "H", "H", "H"],
  "positions_angstrom": [[3.21295, 1.21062, -2.37575], [-0.12091, 1.34694, -1.82139], [1.30536, -2.10539, 0.80008], [0.75644, -1.00781, -0.15309], [-0.51160, -0.32150, 0.33890], [-1.12311, 0.84036, -0.51952], [-1.34545, 2.15028, 0.24683], [-2.66439, 0.25403, -1.26875], [2.27939, -2.38748, 0.37507], [1.44057, -1.71451, 1.82294], [0.62844, -2.96520, 0.79273], [1.54106, -0.26339, -0.26842], [0.56160, -1.47157, -1.13170], [-1.33474, -1.01031, 0.50938], [-0.32623, 0.07110, 1.34387], [-0.68119, 2.20890, 1.10956], [-1.25000, 3.05057, -0.36288], [-2.36820, 2.11436, 0.56211]],
  "forces_ev_per_angstrom": [[-0.1, 0.0, 0.0], [1.6, -0.1, -1.9], [-0.3, 0.7, -0.6], [-0.2, -0.5, 0.1], [-0.4, 0.4, 0.5], [0.1, 0.0, 0.8], [-0.7, -0.3, 0.4], [0.0, 0.1, 0.2], [-0.3, -0.2, 0.4], [0.0, -0.3, -0.4], [0.2, 0.0, 0.2], [0.0, 0.1, -0.2], [0.2, 0.2, 0.2], [0.1, -0.4, -0.2], [0.2, 0.2, -0.1], [0.0, 0.0, -0.1], [0.1, -0.3, -0.1], [-0.6, 0.2, 0.7]]
}

Repeat the second record exactly.
{
  "formula": "C5H10Cl10",
  "method": "the ωB97M-V functional and the def2-TZVPD basis",
  "energy_ev": -130571.363,
  "charge": 0,
  "elements": ["C", "Cl", "Cl", "H", "H", "C", "Cl", "Cl", "H", "H", "C", "Cl", "Cl", "H", "H", "C", "Cl", "Cl", "H", "H", "C", "Cl", "Cl", "H", "H"],
  "positions_angstrom": [[8.41935, -11.06781, -13.84527], [7.80736, -10.72270, -15.45408], [9.88135, -12.04642, -13.88533], [8.65895, -10.12406, -13.37145], [7.66742, -11.57970, -13.25770], [10.94981, -8.43538, -5.07740], [9.52261, -9.43094, -5.23590], [11.62722, -7.92464, -6.63008], [10.68167, -7.54998, -4.51899], [11.70116, -9.02060, -4.56652], [11.53141, -7.78700, -10.69784], [12.49181, -6.92275, -11.89574], [9.82006, -7.35597, -10.77470], [11.62938, -8.84901, -10.88328], [11.90070, -7.53188, -9.71270], [8.56692, -5.41228, -7.43903], [8.10164, -7.12326, -7.56314], [9.51014, -5.05840, -5.98909], [9.16448, -5.15981, -8.30552], [7.66468, -4.81718, -7.41400], [9.45172, -9.86752, -9.01971], [8.69831, -10.18224, -10.58064], [10.99303, -10.69157, -8.84366], [9.59979, -8.79751, -8.91970], [8.77620, -10.20326, -8.24286]],
  "forces_ev_per_angstrom": [[0.1, 0.3, 0.3], [-0.2, 0.0, -0.2], [0.1, -0.1, 0.0], [0.1, 0.1, 0.0], [-0.1, -0.2, -0.1], [0.3, 0.1, 0.1], [-0.4, -0.3, -0.1], [0.1, 0.0, -0.1], [0.0, 0.1, 0.0], [0.1, 0.0, 0.0], [0.1, 0.0, 0.0], [0.1, 0.1, -0.1], [0.2, 0.9, -0.4], [-0.1, 0.0, 0.0], [0.0, 0.0, 0.1], [0.0, -0.1, -0.2], [-0.1, 0.4, 0.1], [0.0, 0.0, 0.1], [0.1, -0.1, 0.0], [-0.1, 0.0, 0.1], [-0.3, 0.1, 0.4], [-0.2, -0.5, 0.0], [0.2, -0.2, 0.0], [0.1, -0.3, 0.0], [0.0, -0.2, 0.0]]
}

Question: charge of number 1 (C5H10BrNO2)?
Answer: 0

Question: Which formula does entry 1 have?
Answer: C5H10BrNO2